Formula: C3H5N4
Source: the OMol25 dataset
Level of theory: wB97M-V/def2-TZVPD

* electronic energy: -9139.12608 eV
* net charge: +1
* Kohn-Sham gap: 9.74 eV
* LUMO energy: -4.9 eV
* energy above the lowest of the compared OMol25 structures with the same formula, charge and spin: 135.59 kcal per mole

Positions of all 12 atoms, in Å:
C 0.481 0.178 -3.017
C -2.251 -0.041 1.964
C 1.912 0.856 0.344
N -0.346 0.376 0.558
N 0.285 0.147 -1.874
N -1.269 -0.020 1.226
N 0.822 0.256 0.402
H 0.413 0.382 -4.000
H -2.717 0.838 2.491
H -2.911 -0.919 2.055
H 2.823 0.347 -0.009
H 1.872 1.891 0.478

=====

Formula: C3H5N4
Source: the OMol25 dataset
Level of theory: wB97M-V/def2-TZVPD

* electronic energy: -9140.90330 eV
* net charge: +1
* Kohn-Sham gap: 8.39 eV
* LUMO energy: -4.9 eV
* energy above the lowest of the compared OMol25 structures with the same formula, charge and spin: 94.61 kcal per mole

Positions of all 12 atoms, in Å:
C -0.762 -1.386 -0.601
C -1.551 -0.494 -1.243
C 1.958 0.351 1.078
N 0.136 -1.754 0.036
N 0.022 1.184 -0.173
N 0.717 0.565 0.428
N -2.375 -0.490 -2.206
H 2.792 0.515 0.302
H 1.868 -0.565 1.581
H 1.919 1.145 1.903
H -2.827 -1.403 -2.518
H -2.831 0.389 -2.698

=====

Formula: C3H5N4O2
Source: the OMol25 dataset
Level of theory: wB97M-V/def2-TZVPD

* structure (SMILES): NC(=[NH2+])Nn1c(=O)c1=O
* electronic energy: -13237.28465 eV
* net charge: +1
* Kohn-Sham gap: 9.70 eV
* LUMO energy: -4.3 eV
* energy above the lowest of the compared OMol25 structures with the same formula, charge and spin: 60.10 kcal per mole

Positions of all 14 atoms, in Å:
N -0.164 1.089 0.643
C 0.030 -0.034 0.045
N 1.059 -0.427 -0.707
N -1.018 -1.128 0.277
N -2.334 -1.005 0.657
C -3.486 -1.636 1.098
O -4.039 -2.669 1.054
C -3.169 -0.301 1.557
O -2.987 0.691 2.194
H -0.962 1.357 1.259
H 0.545 1.769 0.305
H 1.646 0.284 -1.166
H 1.354 -1.363 -0.989
H -0.910 -2.033 -0.239

=====

Formula: C3H5N5
Source: the OMol25 dataset
Level of theory: wB97M-V/def2-TZVPD

* electronic energy: -10637.00325 eV
* Kohn-Sham gap (spin up / spin down): 8.19 / 8.19 eV
* LUMO energy (spin up / spin down): -0.1 / -0.1 eV
* energy above the lowest of the compared OMol25 structures with the same formula, charge and spin: 135.39 kcal per mole

Positions of all 13 atoms, in Å:
C -0.754 0.380 0.237
C 0.214 -0.749 0.043
C 2.282 0.289 -0.354
N -1.854 0.388 1.593
N 1.539 -0.456 0.343
N -2.122 -0.157 0.514
N -0.545 1.552 -0.257
N -0.226 -1.872 -0.353
H -3.027 -0.308 0.022
H -1.289 2.209 -0.033
H 0.533 -2.539 -0.487
H 1.951 0.804 -1.256
H 3.299 0.460 -0.012

=====

Formula: C3H5N5
Source: the OMol25 dataset
Level of theory: wB97M-V/def2-TZVPD

* structure (SMILES): c1nc[nH]nc[nH]n1
* electronic energy: -10638.90289 eV
* Kohn-Sham gap: 9.55 eV
* LUMO energy: 0.7 eV
* energy above the lowest of the compared OMol25 structures with the same formula, charge and spin: 91.58 kcal per mole

Positions of all 13 atoms, in Å:
C 0.062 1.826 -0.021
N 1.335 1.300 0.190
C 1.773 0.070 -0.005
N 1.130 -1.081 -0.135
N -0.088 -1.667 -0.031
C -1.220 -1.162 0.134
N -1.697 0.170 -0.067
N -1.191 1.433 -0.173
H -0.054 2.847 -0.050
H 2.894 -0.228 -0.130
H 1.847 -1.822 -0.205
H -2.152 -1.761 0.263
H -2.640 0.075 0.231

=====

Formula: C3H5N5
Source: the OMol25 dataset
Level of theory: wB97M-V/def2-TZVPD

* structure (SMILES): [H]/N=c1/ccnnn1N
* electronic energy: -10638.58260 eV
* Kohn-Sham gap: 8.80 eV
* LUMO energy: -0.2 eV
* energy above the lowest of the compared OMol25 structures with the same formula, charge and spin: 98.96 kcal per mole

Positions of all 13 atoms, in Å:
H 0.085 2.008 -1.401
N -0.327 1.081 -1.672
C -0.086 0.203 -0.669
C -0.109 -1.257 -0.845
C -0.011 -2.070 0.197
N -0.038 -1.562 1.510
N -0.087 -0.346 1.709
N 0.139 0.498 0.646
N 0.449 1.775 0.904
H -0.381 -1.676 -1.759
H -0.275 -3.109 0.161
H 1.130 2.124 0.281
H -0.488 2.332 0.937

=====

Formula: C3H5N5
Source: the OMol25 dataset
Level of theory: wB97M-V/def2-TZVPD

* structure (SMILES): [H]/N=c1/nc[nH]n1/C=N/[H]
* electronic energy: -10638.35583 eV
* Kohn-Sham gap: 9.68 eV
* LUMO energy: 0.6 eV
* energy above the lowest of the compared OMol25 structures with the same formula, charge and spin: 104.19 kcal per mole

Positions of all 13 atoms, in Å:
H -1.248 1.820 -0.407
N -0.149 2.136 -0.067
C 0.482 1.089 -0.049
N 1.910 1.118 -0.009
C 2.172 -0.095 0.049
N 1.074 -1.195 -0.208
N -0.086 -0.252 -0.151
C -1.349 -0.491 -0.039
N -2.346 0.305 0.118
H -3.154 -0.273 0.093
H 3.257 -0.550 0.418
H 1.081 -1.891 0.426
H -1.642 -1.721 -0.175

=====

Formula: C3H5N5
Source: the OMol25 dataset
Level of theory: wB97M-V/def2-TZVPD

* structure (SMILES): N[C@H]1Cn2nnnc21
* electronic energy: -10636.58579 eV
* Kohn-Sham gap: 10.06 eV
* LUMO energy: 0.5 eV
* energy above the lowest of the compared OMol25 structures with the same formula, charge and spin: 145.01 kcal per mole

Positions of all 13 atoms, in Å:
N -1.420 0.145 -1.303
C -0.974 -0.247 0.164
C 0.271 -1.454 0.159
N 1.159 -0.137 0.527
N 2.248 0.626 0.760
N 1.780 1.871 0.668
N 0.569 1.973 0.322
C 0.112 0.687 0.545
H -0.445 0.476 -1.876
H -2.143 0.846 -1.304
H -1.834 -0.724 0.974
H 0.567 -1.893 -0.767
H 0.111 -2.170 1.131